(1)
Computed, not measured: a structure of composition C33H66ClN3O6RbSb2Se4Si3 at a distorted geometry, with ωB97M-V with the def2-TZVPD basis set.

Atoms and positions in Å:
Rb1 -0.710 1.756 -4.394
C1 -3.004 3.474 -1.456
C2 -1.652 3.013 -0.947
C3 -1.535 2.734 0.558
O1 -1.197 1.753 -1.647
C4 -0.448 3.969 -1.372
O2 -0.275 4.010 -2.685
O3 0.203 4.612 -0.504
H1 -3.723 2.684 -1.180
H2 -3.011 3.722 -2.456
H3 -3.410 4.328 -0.838
H4 -2.393 2.103 0.872
H5 -1.630 3.666 1.151
H6 -0.576 2.223 0.690
H7 -1.522 0.967 -1.184
C5 -3.309 2.074 -6.546
O4 -2.322 1.032 -6.542
C6 -2.733 -0.109 -7.262
C7 -1.607 -1.132 -7.151
O5 -1.439 -1.339 -5.733
C8 -0.585 -2.424 -5.352
H8 -2.750 3.068 -6.740
H9 -3.850 2.066 -5.583
H10 -3.944 1.946 -7.419
H11 -2.820 0.045 -8.298
H12 -3.641 -0.616 -6.772
H13 -0.670 -0.802 -7.666
H14 -1.857 -2.077 -7.609
H15 -0.646 -2.436 -4.275
H16 0.488 -2.296 -5.665
H17 -0.980 -3.396 -5.738
Se1 -0.851 6.711 -4.099
Sb1 1.559 5.068 -3.008
Se2 -0.514 5.328 -6.282
Se3 1.446 4.341 -5.713
Se4 0.694 7.441 -2.566
C9 -7.417 -1.519 2.319
Si1 -5.850 -2.482 2.778
C10 -5.784 -3.330 4.407
C11 -5.357 -3.808 1.525
Sb2 -3.904 -0.750 2.895
Si2 -4.505 0.338 5.353
C12 -4.516 -1.032 6.699
C13 -5.998 1.336 4.890
C14 -3.311 1.639 5.996
Si3 -1.577 -1.951 3.485
C15 -0.649 -1.782 1.799
C16 -0.801 -0.868 4.790
C17 -1.965 -3.756 3.990
H18 -7.339 -0.414 2.135
H19 -8.228 -1.720 3.090
H20 -7.797 -1.999 1.377
H21 -6.644 -3.019 5.010
H22 -4.877 -2.894 4.938
H23 -5.841 -4.461 4.352
H24 -4.360 -3.563 1.142
H25 -6.096 -3.636 0.729
H26 -5.329 -4.857 1.891
H27 -4.446 -0.544 7.735
H28 -3.677 -1.739 6.622
H29 -5.530 -1.591 6.564
H30 -6.395 1.875 5.766
H31 -6.813 0.718 4.634
H32 -5.803 1.978 4.036
H33 -3.811 2.252 6.673
H34 -3.159 2.325 5.173
H35 -2.395 1.240 6.441
H36 -0.671 -2.743 1.215
H37 0.439 -1.420 2.013
H38 -1.186 -1.069 1.184
H39 0.160 -1.365 5.156
H40 -1.281 -0.658 5.745
H41 -0.385 0.003 4.297
H42 -2.417 -3.628 5.039
H43 -1.069 -4.410 4.143
H44 -2.730 -4.291 3.427
C18 6.801 -2.434 0.508
C19 5.887 -2.546 -0.742
C20 6.900 -2.384 -1.947
C21 5.221 -3.926 -0.864
C22 4.817 -1.377 -0.698
O6 3.793 -1.641 0.159
C23 5.541 -0.057 -0.129
C24 4.586 1.252 -0.091
C25 5.151 2.340 0.719
C26 6.548 2.269 1.105
C27 7.056 3.223 1.995
C28 6.276 4.353 2.219
Cl1 7.014 5.807 2.798
C29 4.865 4.333 2.042
C30 4.359 3.393 1.188
C31 4.414 -1.171 -2.150
N1 2.977 -0.918 -2.513
C32 2.259 -0.375 -3.535
N2 0.937 -0.413 -3.353
C33 0.877 -1.077 -2.131
N3 2.058 -1.358 -1.601
H45 7.624 -1.678 0.323
H46 7.430 -3.400 0.655
H47 6.157 -2.253 1.356
H48 7.186 -1.262 -2.113
H49 6.657 -2.765 -2.965
H50 7.869 -2.870 -1.726
H51 4.130 -3.767 -0.718
H52 5.513 -4.592 0.002
H53 5.379 -4.484 -1.757
H54 2.969 -1.729 -0.418
H55 6.412 0.138 -0.763
H56 5.824 -0.328 0.951
H57 3.583 0.924 0.246
H58 4.518 1.509 -1.202
H59 7.228 1.516 0.738
H60 7.994 3.133 2.496
H61 4.264 5.174 2.481
H62 3.330 3.324 0.864
H63 4.553 -2.236 -2.680
H64 4.947 -0.450 -2.813
H65 2.656 0.220 -4.344
H66 -0.029 -1.325 -1.642

Atomic forces in eV per Å
0.1 0.6 -0.4
-0.7 -0.3 3.7
2.2 -0.3 -0.2
-1.2 0.3 -0.3
-0.8 0.5 0.4
-0.1 1.1 0.9
0.5 -0.2 2.5
-1.5 -1.9 -2.3
0.1 -0.1 -0.6
0.0 0.5 -2.2
0.9 -0.5 -0.7
0.5 0.0 -0.1
0.5 -0.5 -0.4
-0.2 0.3 0.4
-0.2 0.5 0.2
1.4 1.4 -0.5
-0.6 -0.1 -0.6
0.5 -1.8 2.4
0.7 0.3 1.2
0.8 -0.4 -0.6
-0.2 0.1 -0.8
-0.8 -1.4 0.8
0.0 0.1 -0.5
-0.5 0.0 0.2
-0.8 0.7 -1.5
0.9 0.9 -0.9
-0.5 0.1 0.7
-0.5 -0.4 -0.3
0.2 -0.1 0.3
-1.0 0.0 0.2
0.3 0.6 0.1
-0.9 0.2 0.2
-0.6 0.8 -1.0
-0.4 -1.5 -2.2
0.2 -0.2 0.5
1.5 0.7 1.8
-1.2 -0.5 -0.1
1.5 0.5 -0.2
-0.1 -0.5 1.5
-0.1 0.4 -0.3
0.3 0.5 0.9
1.4 -0.8 -0.7
-2.0 0.3 0.6
-0.3 0.1 1.3
0.6 -1.1 -1.4
-1.7 -0.2 -1.2
1.3 -0.5 0.9
2.3 -1.3 0.7
0.4 0.3 2.1
0.1 -1.1 0.3
0.9 0.4 -0.8
0.2 0.6 0.7
0.0 0.0 0.2
-1.1 -1.3 -0.6
0.4 1.3 0.1
-0.2 -0.1 -0.1
0.4 -0.7 -0.2
-0.3 0.7 -0.2
-0.3 -0.7 -1.4
-0.3 0.2 -0.2
1.9 0.7 0.7
0.4 0.3 -0.3
-1.0 -1.0 -0.6
0.2 0.2 0.1
-1.0 0.8 1.7
0.8 0.1 -0.4
-0.1 0.3 -0.3
0.3 0.7 0.7
-1.8 -0.7 -0.7
0.1 0.4 0.0
-0.9 0.2 -0.6
-0.5 0.2 -0.4
-0.4 0.6 0.0
0.6 -0.3 -1.3
-0.6 0.5 -0.3
0.2 0.2 -0.3
1.7 -1.4 -0.8
1.9 -0.1 -1.0
0.9 1.8 -0.6
-1.2 0.1 2.5
2.4 2.3 0.4
-1.2 -0.8 0.2
-1.6 -0.3 1.0
0.5 -2.7 -2.5
2.8 0.4 0.8
-1.8 0.8 0.6
-1.0 0.5 -1.1
-1.4 -0.5 0.9
0.1 0.0 0.5
1.2 2.0 0.0
-0.2 -1.7 -0.2
-1.1 -2.4 -4.4
-1.7 0.5 1.2
0.2 1.0 0.1
1.6 -1.6 2.0
1.2 0.8 -1.1
-1.2 -0.1 -1.4
-1.3 -0.4 0.6
-1.4 1.3 -0.2
0.4 0.1 0.6
-0.5 -1.9 0.3
-0.5 0.1 0.8
-0.5 0.1 0.2
0.5 -0.4 -0.2
-0.2 0.7 -0.9
0.3 -0.1 -0.8
0.3 0.0 1.1
0.0 0.1 0.4
-0.3 0.7 -1.8
0.5 0.3 -0.1
-0.3 0.2 1.3
-0.3 -0.3 0.2
0.8 0.1 -0.3
0.6 -0.9 -0.8
-0.3 0.5 0.4
-0.1 2.3 1.0
0.1 -0.5 1.1
0.5 -0.3 -0.1
-0.6 -0.1 0.4

The calculation puts the total energy at -13351.6689 hartree. The calculation puts the energy above the lowest of the compared OMol25 structures with the same formula, charge and spin at 7.232 eV. The calculation puts the LUMO energy (spin up / spin down) at 1.3 / 1.3 eV. Its multiplicity is 1. Its total charge is -1. The max |F| comes out at 0.0992 hartree/bohr.

---

(2)
Computed, not measured: an isolated molecule of C5H10O2, with ωB97M-V with the def2-TZVPD basis set.

Atoms and positions in Å:
C1 -0.238 2.435 0.656
C2 0.617 1.201 0.429
O1 -0.182 0.040 0.611
C3 0.266 -1.061 -0.146
C4 -0.501 -2.294 0.309
C5 -0.027 -0.806 -1.620
O2 0.688 -1.140 -2.531
H1 -0.409 2.618 1.720
H2 0.243 3.318 0.225
H3 -1.209 2.296 0.170
H4 1.033 1.213 -0.589
H5 1.468 1.173 1.126
H6 1.349 -1.218 -0.032
H7 -0.181 -3.173 -0.259
H8 -0.318 -2.467 1.373
H9 -1.577 -2.147 0.164
H10 -0.996 -0.282 -1.791

Atomic forces in eV per Å
0.0 0.0 0.0
0.1 0.2 -0.1
-0.1 0.0 0.0
0.1 -0.2 0.0
0.0 0.0 0.0
0.2 -0.1 -0.3
-0.3 0.1 0.4
0.0 -0.1 -0.1
0.0 -0.1 0.1
0.1 0.1 0.0
-0.1 0.0 0.1
-0.1 0.0 -0.1
-0.1 0.0 0.0
0.0 0.1 0.1
0.0 0.0 -0.1
0.1 0.0 0.0
0.1 -0.1 0.0

The calculation puts the total energy at -346.9636 hartree. The calculation puts the energy above the lowest of the compared OMol25 structures with the same formula, charge and spin at 1.684 eV. The calculation puts the LUMO energy at 1.0 eV. Its multiplicity is 1. Its total charge is 0. The max |F| comes out at 0.0103 hartree/bohr. The SMILES is CCO[C@@H](C)C=O.

---

(3)
Computed, not measured: a structure of composition C41H45Cl2N9OS5SeTi, with ωB97M-V with the def2-TZVPD basis set.

Atoms and positions in Å:
Ti1 -0.454 0.322 0.142
Cl1 2.263 4.531 -0.174
C1 0.604 4.378 0.313
C2 -0.101 5.506 0.728
C3 -1.407 5.381 1.144
Cl2 -2.262 6.813 1.658
C4 -2.072 4.140 1.167
C5 -3.422 3.918 1.567
C6 -3.923 2.626 1.475
C7 -3.134 1.576 1.048
N1 -1.821 1.739 0.705
C8 -1.325 3.024 0.744
C9 0.011 3.125 0.320
O1 0.604 1.989 -0.045
H1 0.380 6.474 0.724
H2 -4.035 4.742 1.901
H3 -4.954 2.421 1.737
H4 -3.529 0.571 0.959
C10 -2.180 1.437 4.467
N2 -1.270 0.803 3.522
C11 -0.055 1.568 3.293
C12 -1.553 -0.401 2.979
N3 -1.088 -0.761 1.794
C13 -1.211 -2.141 1.429
C14 -0.576 -3.084 2.192
C15 -0.915 -4.448 2.090
C16 -1.956 -4.818 1.292
C17 -2.613 -3.871 0.464
C18 -3.767 -4.252 -0.270
C19 -4.424 -3.331 -1.027
C20 -3.859 -2.054 -1.220
C21 -2.677 -1.684 -0.623
N4 -1.958 -0.569 -1.126
C22 -1.843 -0.521 -2.463
N5 -1.726 0.674 -3.071
C23 -2.182 1.913 -2.459
C24 -0.984 0.841 -4.314
N6 -1.850 -1.622 -3.256
C25 -1.348 -2.916 -2.821
C26 -2.534 -1.643 -4.535
C27 -2.142 -2.535 0.410
N7 -2.421 -1.168 3.718
C28 -3.475 -1.967 3.128
C29 -2.094 -1.487 5.094
H5 -2.313 2.476 4.164
H6 -1.781 1.418 5.485
H7 -3.147 0.944 4.450
H8 -0.314 2.624 3.224
H9 0.459 1.275 2.387
H10 0.646 1.421 4.119
H11 0.150 -2.755 2.925
H12 -0.397 -5.177 2.698
H13 -2.307 -5.843 1.275
H14 -4.128 -5.269 -0.178
H15 -5.341 -3.591 -1.541
H16 -4.305 -1.379 -1.941
H17 -2.838 1.698 -1.623
H18 -2.723 2.492 -3.211
H19 -1.336 2.509 -2.105
H20 -0.387 -0.044 -4.511
H21 -0.313 1.690 -4.205
H22 -1.652 1.035 -5.157
H23 -0.690 -2.794 -1.969
H24 -0.752 -3.338 -3.632
H25 -2.167 -3.599 -2.581
H26 -3.069 -0.712 -4.698
H27 -3.261 -2.460 -4.530
H28 -1.841 -1.806 -5.365
H29 -3.737 -1.579 2.147
H30 -4.358 -1.889 3.768
H31 -3.204 -3.023 3.036
H32 -1.267 -0.870 5.437
H33 -1.796 -2.538 5.176
H34 -2.952 -1.318 5.751
C30 5.490 -1.519 1.502
N8 4.893 -0.376 0.849
C31 3.609 0.032 0.986
Se1 2.285 -0.784 1.957
N9 3.462 1.153 0.251
C32 4.653 1.466 -0.392
C33 5.016 2.480 -1.264
C34 6.319 2.466 -1.739
C35 7.232 1.486 -1.348
C36 6.874 0.478 -0.465
C37 5.568 0.491 -0.003
H35 4.697 -2.084 1.983
H36 6.214 -1.194 2.250
H37 5.989 -2.146 0.762
H38 2.558 1.608 0.135
H39 4.314 3.235 -1.586
H40 6.626 3.231 -2.440
H41 8.239 1.511 -1.743
H42 7.579 -0.284 -0.158
C38 4.384 -2.497 -1.874
S1 3.584 -2.234 -3.472
C39 3.169 -0.535 -3.345
C40 2.197 -0.010 -2.560
S2 1.130 -0.909 -1.532
S3 1.999 1.723 -2.731
C41 3.189 2.006 -3.953
S4 3.468 3.498 -4.597
S5 4.035 0.578 -4.381
H43 4.617 -3.560 -1.801
H44 3.700 -2.228 -1.070
H45 5.306 -1.920 -1.815

Atomic forces in eV per Å
0.8 0.1 -0.6
0.0 0.0 0.0
0.0 0.0 0.1
0.0 0.0 0.0
0.0 0.1 0.0
0.0 0.0 0.0
0.0 0.0 0.0
0.0 0.0 0.0
0.0 0.0 0.0
0.0 0.0 0.0
0.0 0.1 0.0
0.0 0.1 0.0
0.1 0.0 -0.1
-0.1 0.2 0.2
0.0 0.0 0.0
0.0 0.0 0.0
0.0 0.0 0.0
0.0 0.0 0.0
0.1 0.0 0.0
0.1 0.0 0.2
0.0 0.0 0.0
-0.2 0.1 -0.2
-0.3 -0.2 0.1
-0.1 0.1 0.1
0.0 -0.1 0.0
0.0 0.1 0.0
0.0 0.0 0.0
0.0 -0.1 0.0
0.0 0.0 0.0
0.0 0.0 0.0
-0.1 0.0 0.0
0.0 0.0 0.0
-0.1 -0.4 0.2
-0.2 0.1 0.2
0.1 -0.1 0.0
0.0 0.0 0.0
-0.1 0.0 0.0
0.1 0.1 -0.1
0.0 0.0 -0.1
0.0 0.0 0.0
0.1 -0.1 0.0
0.1 -0.1 0.0
0.0 0.0 0.0
0.0 0.0 0.0
0.0 0.0 0.0
0.0 0.0 0.0
0.0 0.0 0.0
0.0 0.0 0.0
0.0 -0.1 0.0
0.0 0.0 0.0
0.0 0.0 0.0
0.0 0.0 0.0
0.0 0.0 0.0
0.0 0.0 0.0
0.0 0.0 0.0
0.0 0.0 0.0
0.0 0.0 0.0
0.0 0.0 0.0
0.0 0.0 0.0
0.0 0.0 0.0
0.0 0.0 0.0
0.0 0.0 0.0
0.0 0.0 0.1
0.0 0.0 0.0
0.0 0.0 0.0
0.0 0.0 0.0
0.0 0.0 0.0
0.0 0.0 0.0
0.0 0.0 0.0
0.0 0.0 0.0
0.0 0.0 0.0
0.0 0.0 0.0
0.0 0.0 0.0
0.0 0.0 0.0
0.0 0.0 0.0
0.0 0.0 0.1
0.0 0.2 -0.1
-0.1 0.0 0.0
0.1 -0.2 0.0
0.0 0.0 0.0
0.0 0.0 0.0
0.0 0.0 0.0
0.0 0.0 0.0
0.0 0.0 0.0
0.0 0.0 0.0
0.0 0.0 0.0
0.0 0.0 0.0
0.0 0.0 0.0
-0.1 0.1 0.0
0.0 0.0 0.0
0.0 0.0 0.0
0.0 0.0 0.0
0.0 0.0 0.0
0.0 0.0 0.1
-0.1 0.0 0.0
0.0 0.0 0.0
-0.1 0.0 0.0
0.0 0.0 -0.1
0.0 0.0 0.1
0.0 0.0 -0.1
0.0 -0.1 0.1
0.1 0.0 0.0
0.0 0.0 0.0
0.0 0.0 0.0
0.0 0.0 0.0

The calculation puts the total energy at -8319.7889 hartree. The calculation puts the energy above the lowest of the compared OMol25 structures with the same formula, charge and spin at 0.088 eV. The calculation puts the LUMO energy (spin up / spin down) at -0.1 / -0.1 eV. Its multiplicity is 3. As for the expectation value of S²: 2.0386. Its total charge is 0. The max |F| comes out at 0.0192 hartree/bohr.

---

(4)
Computed, not measured: a structure of composition C34H74AsN2O8S at a distorted geometry, with ωB97M-V with the def2-TZVPD basis set.

Atoms and positions in Å:
C1 -0.241 0.228 -4.270
C2 -0.271 -1.315 -4.414
C3 1.128 -1.872 -4.431
As1 2.140 -1.873 -2.624
C4 3.606 -0.598 -3.273
C5 3.786 0.679 -2.431
C6 3.159 1.942 -3.058
C7 2.352 2.852 -2.128
S1 1.273 1.985 -0.957
C8 0.048 3.174 -0.701
N1 -1.066 2.911 -0.096
N2 -1.762 4.118 -0.035
C9 -1.024 4.984 -0.616
O1 0.150 4.476 -1.056
O2 -0.909 -1.647 -5.677
C10 -2.266 -2.006 -5.565
C11 -3.161 -0.782 -5.501
C12 -3.070 0.147 -6.537
C13 -3.836 1.304 -6.512
C14 -4.695 1.543 -5.442
C15 -4.799 0.616 -4.416
C16 -4.030 -0.542 -4.444
H1 0.742 0.526 -3.927
H2 -0.445 0.657 -5.249
H3 -1.001 0.585 -3.579
H4 -0.853 -1.711 -3.578
H5 1.656 -1.342 -5.220
H6 1.060 -2.917 -4.744
H7 1.283 -0.669 -2.034
H8 1.035 -2.917 -2.068
H9 2.973 -3.144 -3.192
H10 2.904 -2.003 -1.245
H11 3.460 -0.311 -4.315
H12 4.540 -1.157 -3.222
H13 3.452 0.519 -1.402
H14 4.863 0.835 -2.370
H15 2.589 1.669 -3.941
H16 3.970 2.583 -3.403
H17 1.713 3.492 -2.734
H18 3.019 3.524 -1.595
H19 -1.267 6.017 -0.763
H20 -2.512 -2.538 -6.483
H21 -2.421 -2.646 -4.696
H22 -2.388 -0.022 -7.357
H23 -3.738 2.017 -7.317
H24 -5.288 2.445 -5.416
H25 -5.464 0.791 -3.583
H26 -4.070 -1.269 -3.645
C17 5.783 -3.057 1.626
C18 6.226 -2.240 0.423
C19 7.539 -1.514 0.694
O3 5.208 -1.319 0.068
H27 5.611 -2.403 2.483
H28 4.842 -3.562 1.405
H29 6.527 -3.809 1.903
H30 6.346 -2.893 -0.443
H31 7.420 -0.821 1.532
H32 7.837 -0.931 -0.178
H33 8.341 -2.215 0.938
H34 5.062 -0.725 0.812
C20 4.398 -2.082 6.349
C21 4.087 -0.914 5.424
C22 2.816 -0.195 5.848
O4 3.985 -1.369 4.076
H35 3.589 -2.817 6.314
H36 5.313 -2.586 6.036
H37 4.517 -1.749 7.382
H38 4.922 -0.211 5.433
H39 1.960 -0.875 5.798
H40 2.608 0.637 5.175
H41 2.893 0.188 6.865
H42 3.255 -1.994 4.026
C23 -5.050 0.500 3.242
C24 -4.830 0.993 1.819
C25 -3.402 1.459 1.594
O5 -5.755 2.048 1.525
H43 -4.865 1.306 3.959
H44 -6.080 0.169 3.385
H45 -4.385 -0.330 3.482
H46 -5.067 0.190 1.120
H47 -3.166 2.295 2.259
H48 -3.255 1.807 0.577
H49 -2.693 0.653 1.787
H50 -5.554 2.775 2.122
C26 3.473 1.313 -8.780
C27 3.072 -0.016 -8.154
C28 2.194 -0.832 -9.092
O6 2.405 0.194 -6.920
H51 2.583 1.915 -8.991
H52 4.100 1.883 -8.094
H53 4.019 1.167 -9.714
H54 3.969 -0.586 -7.907
H55 1.269 -0.292 -9.310
H56 1.919 -1.778 -8.625
H57 2.704 -1.040 -10.036
H58 1.595 0.688 -7.091
C29 -9.367 0.344 3.245
C30 -8.960 -1.111 3.422
C31 -10.127 -2.057 3.186
O7 -8.417 -1.316 4.728
H59 -10.144 0.610 3.969
H60 -8.515 1.002 3.416
H61 -9.751 0.529 2.241
H62 -8.154 -1.347 2.726
H63 -10.926 -1.861 3.907
H64 -9.812 -3.092 3.315
H65 -10.535 -1.940 2.181
H66 -9.109 -1.112 5.365
C32 2.143 0.000 11.071
C33 1.823 1.158 10.138
C34 0.564 1.892 10.575
O8 1.687 0.692 8.798
H67 1.328 -0.730 11.063
H68 3.048 -0.514 10.746
H69 2.286 0.343 12.097
H70 2.662 1.855 10.121
H71 -0.296 1.217 10.553
H72 0.350 2.719 9.897
H73 0.664 2.287 11.587
H74 0.950 0.072 8.772

Atomic forces in eV per Å
-0.2 -0.6 -0.2
0.6 1.0 0.0
-0.6 -0.2 -0.3
0.0 -0.8 0.0
0.1 0.6 0.2
0.3 -0.2 -0.5
0.1 -0.2 0.5
-0.1 0.4 -0.5
0.1 -0.2 -0.1
-0.1 -0.4 0.3
0.0 0.2 0.0
0.0 -0.1 0.0
-0.4 -0.1 0.3
0.2 0.3 -0.3
-0.3 -0.5 0.2
0.1 0.7 -0.2
0.1 -0.1 0.0
-0.4 0.3 0.2
0.1 -0.3 0.2
0.0 -0.1 -0.1
0.1 -0.1 0.0
0.2 0.1 -0.4
0.1 0.2 0.2
0.1 0.2 -0.1
0.0 0.2 0.1
-0.1 -0.4 0.0
0.3 0.1 0.0
0.1 -0.2 0.2
0.0 0.2 -0.1
-0.1 0.1 -0.1
0.1 0.1 -0.1
0.0 0.2 0.1
-0.1 -0.1 -0.2
0.0 -0.3 0.0
-0.2 -0.1 0.1
0.1 0.2 0.3
-0.3 -0.1 0.0
0.1 0.1 -0.3
-0.1 0.0 0.0
0.1 -0.1 0.3
0.2 0.2 -0.2
0.0 -0.3 0.0
-0.1 -0.2 0.1
0.1 -0.1 0.0
-0.1 0.1 -0.1
0.0 0.1 0.0
-0.1 0.1 0.1
-0.1 0.0 0.2
0.0 -0.1 0.0
0.0 0.1 0.3
0.0 0.0 -0.1
0.2 0.1 -0.2
0.0 0.0 0.0
0.0 0.0 0.0
0.0 0.0 0.0
-0.1 0.0 -0.1
0.0 -0.1 0.1
0.0 0.0 0.0
0.0 0.0 0.0
-0.1 0.0 0.0
0.2 0.0 0.0
-0.4 -0.2 0.1
0.1 0.1 -0.1
0.2 0.2 0.0
0.0 0.0 0.0
0.0 0.0 0.0
0.0 0.0 0.0
0.0 0.0 -0.1
0.0 -0.1 0.0
0.0 0.0 0.0
0.0 0.0 0.0
0.0 0.0 -0.1
-0.2 -0.1 0.0
0.2 0.2 0.3
-0.2 -0.1 0.0
-0.2 -0.2 -0.1
0.1 0.0 0.0
0.0 0.0 0.0
0.0 0.0 0.0
-0.1 0.0 -0.1
0.0 0.0 0.0
0.0 0.0 -0.1
0.0 0.0 0.0
0.1 0.1 0.0
0.1 0.0 0.1
-0.3 0.2 -0.2
0.0 -0.1 0.0
0.3 0.1 0.0
0.0 0.0 -0.1
0.0 0.0 0.0
0.0 0.0 0.0
0.0 0.0 0.1
0.0 0.0 0.0
0.0 0.0 0.0
0.0 0.0 0.0
-0.1 -0.1 0.1
0.1 0.1 0.0
-0.3 0.1 0.1
0.1 -0.1 0.0
0.2 -0.1 -0.1
-0.1 0.0 0.0
0.0 0.0 -0.1
0.0 0.0 0.0
0.1 0.0 0.1
0.0 0.1 0.0
0.0 0.0 0.0
0.0 0.0 0.0
0.0 0.0 0.0
0.1 0.0 -0.1
-0.3 -0.2 0.1
0.0 0.1 -0.1
0.1 0.1 0.1
0.0 0.0 0.0
0.0 0.0 0.0
0.0 0.0 0.0
0.0 0.0 -0.1
0.0 0.0 0.1
0.0 0.0 0.0
0.0 0.0 0.0
0.0 0.0 0.0

The calculation puts the total energy at -4685.0465 hartree. The calculation puts the LUMO energy at 2.0 eV. Its multiplicity is 1. Its total charge is -1. The max |F| comes out at 0.0224 hartree/bohr.

---

Q: What is the formula in the third record?
A: C41H45Cl2N9OS5SeTi